## 1
{
  "formula": "C3H8N",
  "method": "the ωB97M-V functional and the def2-TZVPD basis",
  "symbols": ["C", "C", "C", "N", "H", "H", "H", "H", "H", "H", "H", "H"],
  "positions_angstrom": [[-0.84778, 0.10666, 0.48180], [0.38653, 0.64296, -0.20794], [1.51758, -0.40545, 0.02818], [-1.92423, -0.10905, -0.14774], [-0.87148, -0.33008, 1.43986], [0.53647, 1.58837, 0.26782], [0.23770, 0.86313, -1.23112], [1.68845, -0.78139, -1.06677], [1.21726, -1.16229, 0.80070], [2.51570, -0.04241, 0.39586], [-2.59147, -0.69095, 0.31570], [-1.86473, 0.32049, -1.07634]],
  "lumo_ev": -4.9585,
  "homo_ev": -16.637,
  "multiplicity": 1,
  "charge": 1,
  "orbital_gap_ev": 11.68
}

---

## 2
{
  "formula": "C3H8N",
  "method": "the ωB97M-V functional and the def2-TZVPD basis",
  "symbols": ["C", "C", "C", "N", "H", "H", "H", "H", "H", "H", "H", "H"],
  "positions_angstrom": [[1.13520, -0.23193, 2.15063], [-0.52003, -0.32174, -0.51060], [-0.38513, 0.98606, -1.05146], [-1.26139, -1.27421, -1.03018], [1.56877, 0.67138, 1.68605], [0.05691, -0.18888, 2.26591], [1.95273, -0.81085, 2.45752], [0.53121, 1.31104, -0.85560], [-1.20845, 1.63798, -0.64063], [-0.59531, 1.00125, -2.19995], [-1.45356, -2.08067, -0.36327], [-1.93107, -0.94520, -1.72921]],
  "lumo_ev": [-6.9103, -4.8802],
  "homo_ev": [-13.268, -15.526],
  "multiplicity": 1,
  "charge": 1,
  "orbital_gap_ev": [6.36, 10.65]
}

---

Going by the energies, 1 is most stable and the next is 0.1601 hartree up.

---

## 1
{
  "formula": "C2H3OPS",
  "method": "the ωB97M-V functional and the def2-TZVPD basis",
  "symbols": ["C", "C", "O", "P", "S", "H", "H", "H"],
  "positions_angstrom": [[1.10316, 0.32869, -0.66889], [1.27280, 0.31183, 0.63878], [-0.46414, -1.81830, -0.12166], [-2.18349, 0.71966, -0.10268], [-0.33247, -0.41017, 0.00995], [1.61195, 0.55956, -1.57653], [1.87740, 0.63470, 1.34216], [-2.88521, -0.32596, 0.47886]],
  "lumo_ev": -0.0280,
  "homo_ev": -7.722,
  "multiplicity": 1,
  "charge": 0,
  "orbital_gap_ev": 7.69
}

---

## 2
{
  "formula": "C2H3OPS",
  "method": "the ωB97M-V functional and the def2-TZVPD basis",
  "symbols": ["C", "C", "O", "P", "S", "H", "H", "H"],
  "positions_angstrom": [[-0.13715, -0.58440, 1.05034], [-0.53015, -1.38881, 0.27709], [-0.88366, 1.81883, -0.11058], [0.17612, 0.90291, -0.61752], [2.10543, 1.09645, -0.33012], [0.12456, -0.02956, 1.85465], [-0.84332, -2.03609, -0.38139], [-0.01182, 0.22066, -1.74247]],
  "lumo_ev": -0.3227,
  "homo_ev": -9.355,
  "multiplicity": 1,
  "charge": 0,
  "orbital_gap_ev": 9.03
}

---

Going by the energies, 2 is most stable and the next is 0.1021 hartree up.

---

## 1
{
  "formula": "C25H29N3O3",
  "method": "the ωB97M-V functional and the def2-TZVPD basis",
  "symbols": ["C", "C", "H", "H", "O", "C", "O", "C", "C", "C", "N", "C", "C", "H", "H", "H", "H", "C", "C", "C", "N", "N", "C", "C", "C", "C", "C", "C", "C", "H", "H", "O", "C", "C", "C", "C", "C", "C", "H", "H", "H", "H", "H", "H", "H", "C", "H", "H", "H", "H", "H", "H", "H", "H", "H", "H", "H", "H", "H", "H"],
  "positions_angstrom": [[-2.15779, -5.83571, 1.30188], [-0.78846, -5.17626, 1.37931], [-0.13246, -5.57650, 0.59908], [-0.33403, -5.32500, 2.36118], [-0.88154, -3.75977, 1.22415], [-0.93507, -3.28490, -0.02597], [-0.89831, -3.98404, -1.00480], [-1.08287, -1.77209, -0.02706], [-0.98718, -1.20940, -1.44488], [0.44494, -1.28570, -1.96802], [1.33690, -0.58526, -1.06647], [1.34979, -1.23006, 0.22891], [-0.03023, -1.10638, 0.86451], [-0.03113, -1.56254, 1.85448], [-0.26335, -0.04510, 0.96541], [2.08769, -0.73094, 0.86065], [1.63122, -2.29857, 0.14741], [2.66166, -0.38663, -1.61728], [3.47058, 0.55942, -0.78904], [4.82677, 0.48552, -0.55622], [5.15214, 1.50204, 0.26909], [4.08874, 2.22077, 0.59837], [3.04987, 1.68358, -0.03303], [1.70780, 2.22111, 0.14962], [1.34645, 2.75526, 1.38469], [0.06735, 3.22366, 1.60557], [-0.87558, 3.17021, 0.58508], [-0.51080, 2.68278, -0.66590], [0.76930, 2.21250, -0.87850], [1.04434, 1.84970, -1.85413], [-1.23465, 2.68176, -1.46894], [-2.12559, 3.68519, 0.83980], [-3.22844, 3.06418, 0.32217], [-4.34644, 3.85442, 0.07072], [-5.50852, 3.27458, -0.40047], [-5.56851, 1.90948, -0.62836], [-4.46043, 1.12242, -0.36536], [-3.29456, 1.69012, 0.11365], [-2.43615, 1.07391, 0.33711], [-4.50206, 0.05545, -0.52961], [-6.47569, 1.46077, -1.00363], [-6.37139, 3.89387, -0.59592], [-4.28388, 4.91599, 0.25271], [-0.22131, 3.63030, 2.56258], [2.08229, 2.78743, 2.17301], [6.45033, 1.84370, 0.77176], [6.87107, 1.01719, 1.34820], [7.13017, 2.08681, -0.04747], [6.33560, 2.71318, 1.41544], [5.56218, -0.20579, -0.91733], [3.22007, -1.33802, -1.71533], [2.54403, 0.02416, -2.62748], [0.49284, -0.80653, -2.94961], [0.73507, -2.34353, -2.09069], [-1.64217, -1.77120, -2.11199], [-1.30125, -0.16544, -1.43413], [-2.07909, -1.57272, 0.38673], [-2.06043, -6.90156, 1.48718], [-2.58454, -5.68744, 0.31297], [-2.82520, -5.40439, 2.04416]],
  "lumo_ev": 0.7670,
  "homo_ev": -7.841,
  "multiplicity": 1,
  "charge": 0,
  "orbital_gap_ev": 8.61
}

---

## 2
{
  "formula": "C25H29N3O3",
  "method": "the ωB97M-V functional and the def2-TZVPD basis",
  "symbols": ["O", "C", "O", "H", "C", "C", "C", "C", "C", "C", "C", "H", "H", "C", "C", "C", "N", "N", "N", "C", "C", "C", "C", "C", "C", "C", "H", "H", "C", "O", "C", "C", "C", "C", "C", "C", "H", "H", "H", "H", "H", "H", "H", "H", "H", "H", "H", "H", "H", "H", "H", "H", "H", "H", "H", "H", "H", "H", "H", "H"],
  "positions_angstrom": [[-0.46733, -0.10467, -0.74992], [-1.63869, 0.12089, -0.55738], [-2.39070, 0.80030, -1.41355], [-1.88462, 1.01811, -2.23479], [-2.40522, -0.34786, 0.65591], [-2.11013, -1.83098, 0.89125], [-2.75445, -2.70066, -0.19368], [-2.02637, -4.02459, -0.43512], [-0.63691, -3.87688, -1.06147], [-0.65345, -3.18664, -2.42306], [0.73514, -3.13451, -3.05434], [1.44807, -2.75039, -2.32066], [1.05424, -4.13942, -3.34067], [0.75905, -2.22705, -4.29316], [0.55796, -0.80361, -3.91248], [1.47776, 0.12733, -3.46591], [0.75513, 1.23820, -3.22369], [-0.52350, 1.00445, -3.48832], [-0.64775, -0.20587, -3.90399], [1.18879, 2.49959, -2.67562], [0.90402, 2.51101, -1.19372], [1.77490, 1.88235, -0.31349], [1.46173, 1.77702, 1.02687], [0.25530, 2.28399, 1.50121], [-0.61581, 2.91708, 0.61889], [-0.28564, 3.04418, -0.71549], [-0.97195, 3.52511, -1.39679], [-1.55692, 3.29378, 0.99081], [-0.17072, 2.06517, 2.90723], [-1.31950, 1.77017, 3.17537], [0.86756, 2.20369, 3.95650], [1.95978, 3.05534, 3.80137], [2.88822, 3.17993, 4.81823], [2.74154, 2.45434, 5.99015], [1.65292, 1.61230, 6.15411], [0.71504, 1.49454, 5.14679], [-0.14439, 0.85016, 5.25740], [1.53508, 1.05258, 7.07001], [3.47342, 2.55088, 6.77850], [3.72990, 3.84615, 4.69831], [2.06705, 3.63403, 2.89543], [2.12966, 1.25897, 1.69894], [2.69431, 1.45221, -0.68292], [2.25701, 2.61386, -2.87512], [0.63123, 3.29311, -3.18020], [2.53623, 0.07868, -3.32279], [1.71985, -2.32928, -4.80347], [-0.03820, -2.52350, -4.97619], [-1.00729, -2.16365, -2.30627], [-1.34113, -3.70614, -3.09436], [0.01279, -3.30990, -0.39257], [-0.20216, -4.87470, -1.17056], [-2.64146, -4.63976, -1.09688], [-1.92912, -4.55700, 0.51471], [-3.78840, -2.91483, 0.08764], [-2.78807, -2.14324, -1.13021], [-2.47038, -2.13064, 1.87643], [-1.02703, -1.95527, 0.87630], [-2.07795, 0.24324, 1.51475], [-3.46843, -0.17169, 0.49569]],
  "lumo_ev": -0.0107,
  "homo_ev": -9.339,
  "multiplicity": 1,
  "charge": 0,
  "orbital_gap_ev": 9.33
}

---

Going by the energies, 2 is most stable and the next is 0.0195 hartree up.